Entry 1:
Formula: C39H46OP2Sr
Source: the Open Molecules 2025 dataset
Level of theory: ωB97M-V/def2-TZVPD

Each line ends with the Löwdin charge.
Atoms and positions in Å:
1 H 0.69309 -4.93090 1.83071  0.113
2 H -1.85896 -2.02741 4.10204  0.097
3 H -1.68632 -0.20395 -1.78516  0.038
4 C -0.76214 -5.05026 -1.05697  -0.383
5 C 3.30361 1.33638 -3.85747  -0.082
6 H 0.25222 4.94176 3.54995  0.071
7 H 0.07040 -6.58343 -2.36644  0.109
8 H 3.64594 3.45460 3.95873  0.090
9 C -1.58449 -3.97985 -1.27499  -0.319
10 H -2.39737 -1.62381 -3.31096  0.088
11 H -0.06972 -1.15861 -3.42487  0.085
12 H 1.24043 -5.62455 -1.57968  0.068
13 C -2.02770 4.41523 -4.00728  -0.093
14 H 1.45182 2.49565 -3.82264  0.109
15 H -1.92895 1.03990 -3.48440  0.091
16 C 0.18692 -1.56129 2.34458  -0.350
17 C 0.91062 -3.86792 2.08536  -0.153
18 C -2.30438 3.05823 -4.17014  -0.084
19 C 1.95742 3.91043 2.64884  -0.642
20 C -3.63619 -1.07325 4.88691  -0.090
21 H -1.90088 -3.33060 -0.43818  0.063
22 H 2.97949 -4.25462 2.59407  0.106
23 H -0.63197 -5.46533 -0.04158  0.076
24 H 1.29101 -5.09117 -3.89475  0.104
25 C 2.03964 -0.36265 -2.08633  -0.173
26 H 3.29238 -2.03774 3.70205  0.110
27 H 2.20223 3.89634 0.48804  0.070
28 C -3.31882 0.81053 2.84717  -0.101
29 H -3.76995 -1.80777 5.67103  0.098
30 C -0.82482 2.51560 -2.32319  -0.402
31 C 3.38503 -0.59490 -2.37361  -0.091
32 C -0.56169 3.88855 -2.14884  -0.119
33 C -1.43390 -0.51675 0.27968  -0.371
34 C 2.16966 -3.52524 2.61224  -0.090
35 H -2.99186 2.73303 -4.95739  0.104
36 H 0.12204 4.20893 -1.35906  0.085
37 C 0.24784 -5.53018 -2.09879  -0.290
38 H 3.74417 1.93827 -4.65428  0.100
39 H 1.11565 1.58308 4.39251  0.081
40 H -5.08281 1.74338 3.63961  0.101
41 C 0.58737 2.18029 3.63481  -0.152
42 C -4.38079 0.92159 3.73940  -0.091
43 C 1.42685 0.87191 -2.34610  -0.373
44 C -2.32653 -3.70973 -2.55761  -0.195
45 H 1.70253 -2.87222 -3.51473  0.092
46 H 0.10171 3.02445 4.13274  0.081
47 H -3.20954 1.51868 2.02652  0.106
48 O 1.50207 2.54291 2.62234  -0.169
49 C -0.31864 -2.22416 -3.25205  -0.267
50 H -5.36820 0.09030 5.47933  0.105
51 C 0.38630 -4.67847 -3.42669  -0.216
52 H -2.37033 -4.62195 -3.17229  0.101
53 C -2.55403 -1.19097 4.01210  -0.087
54 H -1.91153 -2.83209 -4.50136  0.110
55 H -2.50842 5.15520 -4.64876  0.101
56 C -4.53967 -0.01283 4.76737  -0.092
57 H 3.92503 -1.43907 -1.90017  0.107
58 C 2.80692 4.07366 1.38667  -0.036
59 H 3.21808 5.09484 1.34165  0.087
60 H -1.09933 -3.20814 1.70457  0.113
61 C 0.63428 -3.17630 -3.39729  -0.362
62 H 1.24242 5.94168 2.46469  0.091
63 H 3.31240 5.17308 3.77522  0.086
64 P 0.11215 1.43476 -1.19179  1.055
65 H 1.51718 -0.31986 3.54173  0.089
66 H -2.23344 -1.28822 0.26204  0.067
67 C -1.77316 -2.52939 -3.44521  -0.204
68 C -1.14911 4.83051 -2.99767  -0.087
69 C 4.03540 0.27512 -3.27482  -0.090
70 H 2.25990 4.18448 4.80024  0.082
71 H -0.92735 5.88500 -2.86690  0.099
72 H 5.08512 0.12154 -3.54566  0.099
73 C -1.71074 2.09655 -3.33256  -0.074
74 Sr 0.86340 -3.28360 -0.95840  1.334
75 C -2.37825 -0.22624 3.01059  -0.355
76 H -0.46702 -4.88342 -4.10143  0.112
77 C 1.38289 -1.28412 3.04096  -0.067
78 C -1.08305 0.08808 -0.90599  -0.341
79 P -0.88051 -0.12471 1.94158  1.030
80 H 0.14391 4.72111 1.78220  0.090
81 H 1.37095 -1.17556 -1.66693  0.006
82 H 3.64744 3.36983 1.38791  0.088
83 C -0.08309 -2.89388 1.94856  -0.157
84 C 2.00852 1.64351 -3.38702  -0.070
85 H -3.37560 -3.44011 -2.31909  0.106
86 C 2.83560 4.18979 3.86576  -0.044
87 C 0.82319 4.93508 2.61614  -0.042
88 C 2.36241 -2.26482 3.18069  -0.071
89 H -0.17438 1.54821 3.12819  -0.019

Forces on atoms 1 to 2 (eV/Å):
H 0.21 0.92 0.12
H -0.13 0.28 0.04

For the HOMO-LUMO gap (alpha / beta), the calculation gives 4.4941 / 3.3875 eV. As for the LUMO energy (alpha / beta): -0.0017 / -0.0120 hartree.

=====

Entry 2:
Formula: C4H8N2O
Source: the Open Molecules 2025 dataset
Level of theory: ωB97M-V/def2-TZVPD

Each line ends with the Löwdin charge.
Atoms and positions in Å:
1 C 1.37064 -0.59407 1.25120  -0.049
2 H -4.50055 2.03779 4.92882  -0.028
3 C 0.83046 0.44587 -2.23287  -0.254
4 H 0.46953 -0.28572 1.80932  0.069
5 H 1.62489 -1.61314 1.53316  0.050
6 N 1.31714 0.75640 -1.00050  0.068
7 H 0.40203 1.29660 -2.87223  0.146
8 H 0.78035 -1.17914 -3.39305  0.146
9 C 0.99046 -1.51583 -1.28828  -0.071
10 H 1.39078 -2.55342 -1.01953  0.126
11 O -4.87564 1.83249 4.13886  -0.009
12 H 2.22060 -0.03740 1.66908  0.062
13 C 1.29484 -0.46777 -0.32937  -0.298
14 N 0.77746 -0.81605 -2.46403  0.004
15 H -4.96314 0.88293 4.08123  0.037

Forces on atoms 1 to 2 (eV/Å):
C 0.91 0.10 -1.42
H 1.69 0.75 3.58

For the HOMO-LUMO gap, the calculation gives 9.3280 eV. As for the SMILES: Cc1c[nH]cn1.O. As for the LUMO energy: 0.0347 hartree.

=====

Entry 3:
Formula: C4H5NO3
Source: the Open Molecules 2025 dataset
Level of theory: ωB97M-V/def2-TZVPD

Each line ends with the Löwdin charge.
Atoms and positions in Å:
1 H -1.92052 0.53776 1.71344  0.173
2 H 1.94392 0.67538 -1.76836  0.140
3 H -0.78444 -0.00153 -2.32269  0.167
4 C -0.87214 -2.55634 1.38688  0.106
5 H -0.16320 0.49251 1.99699  0.132
6 N 0.98048 0.72461 -1.55402  0.030
7 O 1.63138 0.48110 0.69062  0.067
8 C 0.75719 0.66776 -0.17195  -0.468
9 O -0.16459 0.83093 -2.36786  -0.039
10 C -0.90248 0.08115 1.27608  -0.250
11 H -0.64440 -3.63848 1.73199  0.080
12 O -0.62163 0.66881 0.03897  -0.017
13 C -0.99190 -1.35667 1.28113  -0.119

Forces on atoms 1 to 2 (eV/Å):
H 1.96 -0.94 -1.39
H 0.63 -0.10 -1.71

For the HOMO-LUMO gap, the calculation gives 10.7385 eV. As for the SMILES: C#CCOC(=O)NO. As for the LUMO energy: 0.0242 hartree.

=====

E for every record listed, in sequence, given in eV: -62642.1876; -9303.9534; -11857.0296.
Strongest force on any atom for every record listed, in sequence, given in eV/Å: 2.22; 6.08; 4.59.